## w
Molecular formula: C2H4N4OS
Method: DFT, ωB97M-V/def2-TZVPD

Summary:
**SMILES**: Nn1c(O)n[nH]c1=S
**LUMO level**: 0.288 eV

```
! wB97M-V def2-TZVPD RIJCOSX def2/J DEFGRID3
* xyz 0 1
C 1.218 -0.442 -0.106
C -1.082 -0.566 -0.188
H -0.271 1.956 0.988
H -1.029 2.020 -0.571
H 2.046 1.191 0.165
H -0.844 -2.784 -0.353
N -0.143 1.617 -0.076
N -0.039 0.304 -0.011
N 0.983 -1.630 0.099
N -0.375 -1.721 0.048
O 2.320 0.205 -0.024
S -2.785 -0.151 0.029
*
```

natural (NBO) atomic charge list, values in e, 2 entries: number 1, C, carries 0.62; number 2, C, carries 0.25

***

## x
Molecular formula: C2H4N4OS
Method: DFT, ωB97M-V/def2-TZVPD

Summary:
**SMILES**: Nn1cnc(=S)n1O
**LUMO level**: -0.391 eV

```
! wB97M-V def2-TZVPD RIJCOSX def2/J DEFGRID3
* xyz 0 1
C 1.019 -1.392 -0.262
C -0.796 -0.339 0.058
H 2.822 1.102 -0.219
H 2.436 0.485 1.292
H 1.708 -2.248 -0.521
H -0.633 1.966 -0.756
N 2.612 0.278 0.358
N 1.410 -0.147 -0.272
N -0.240 -1.595 -0.035
N 0.275 0.530 0.264
O 0.200 1.818 -0.317
S -2.354 0.068 0.110
*
```

natural (NBO) atomic charge list, values in e, 2 entries: number 1, C, carries 0.29; number 2, C, carries 0.13

***

Top of the stability list: w, leading by 65.6 kJ/mol.

***

## w
Molecular formula: C2H6S2
Method: DFT, ωB97M-V/def2-TZVPD

Summary:
**SMILES**: C=C.SS
**LUMO level**: -0.029 eV

```
! wB97M-V def2-TZVPD RIJCOSX def2/J DEFGRID3
* xyz 0 1
S -3.402 1.188 1.118
S -1.300 1.237 1.762
H -2.965 1.310 -0.138
H -0.917 1.218 0.471
C 1.551 -1.085 0.068
C 1.232 -0.364 -1.021
H 2.489 -0.921 0.585
H 1.116 -2.036 0.350
H 1.951 0.002 -1.744
H 0.245 -0.550 -1.450
*
```

natural (NBO) atomic charge list, values in e, 2 entries: number 1, S, carries -0.13; number 2, S, carries -0.13

***

## x
Molecular formula: C2H6S2
Method: DFT, ωB97M-V/def2-TZVPD

Summary:
**SMILES**: C=C.SS
**LUMO level**: 0.437 eV

```
! wB97M-V def2-TZVPD RIJCOSX def2/J DEFGRID3
* xyz 0 1
S 1.857 -0.759 -1.526
S 0.262 -0.457 -0.188
H 2.386 0.466 -1.465
H 0.383 0.869 -0.088
C -2.208 1.779 1.545
C -2.499 0.582 2.017
H -1.251 2.257 1.717
H -2.937 2.299 0.940
H -1.891 0.079 2.761
H -3.471 0.140 1.836
*
```

natural (NBO) atomic charge list, values in e, 2 entries: number 1, S, carries -0.15; number 2, S, carries -0.13

***

## y
Molecular formula: C2H6S2
Method: DFT, ωB97M-V/def2-TZVPD

Summary:
**LUMO level**: -0.839 eV

```
! wB97M-V def2-TZVPD RIJCOSX def2/J DEFGRID3
* xyz 0 1
C 0.583 0.562 0.363
C -0.298 -0.386 -0.117
H 1.450 -0.988 -1.911
H 0.442 1.635 0.029
H 0.712 0.780 1.423
H -0.344 -1.440 -0.018
H -0.497 -0.294 -1.226
H -2.145 -0.204 1.664
S 2.123 0.160 -0.476
S -2.027 0.175 0.270
*
```

natural (NBO) atomic charge list, values in e, 2 entries: number 1, C, carries -0.59; number 2, C, carries -0.51

***

Top of the stability list: x, leading by 71.7 kJ/mol.

***

## w
Molecular formula: C3H2FN
Method: DFT, ωB97M-V/def2-TZVPD

Summary:
**SMILES**: N#C/C=C\F
**LUMO level**: 0.474 eV

```
! wB97M-V def2-TZVPD RIJCOSX def2/J DEFGRID3
* xyz 0 1
C -0.779 0.341 -0.163
C -0.247 -0.841 -0.452
C -0.924 -1.643 -1.390
N -1.483 -2.308 -2.138
F -1.967 0.644 -0.680
H -0.357 1.115 0.461
H 0.660 -1.207 -0.005
*
```

natural (NBO) atomic charge list, values in e, 2 entries: number 1, C, carries 0.32; number 2, C, carries -0.42

***

## x
Molecular formula: C3H2FN
Method: DFT, ωB97M-V/def2-TZVPD

Summary:
**LUMO level**: -0.552 eV

```
! wB97M-V def2-TZVPD RIJCOSX def2/J DEFGRID3
* xyz 0 1
C -1.125 -0.085 -0.345
C 1.999 -0.116 0.052
C 0.971 -0.395 -0.509
N -2.060 0.172 0.452
F 3.240 0.241 0.318
H -1.292 0.122 -1.340
H -1.732 0.060 1.371
*
```

natural (NBO) atomic charge list, values in e, 2 entries: number 1, C, carries 0.31; number 2, C, carries 0.31

***

Top of the stability list: w, leading by 519.1 kJ/mol.

***

## w
Molecular formula: C5H7Cl
Method: DFT, ωB97M-V/def2-TZVPD

Summary:
**LUMO level**: -0.795 eV

```
! wB97M-V def2-TZVPD RIJCOSX def2/J DEFGRID3
* xyz 0 1
C 0.217 -0.625 0.726
C 0.917 0.417 -0.509
C -0.410 -0.471 -0.624
C 1.609 -0.396 0.382
C -1.748 0.193 -0.702
Cl 2.609 0.890 2.587
H -0.146 -0.222 1.691
H 0.829 1.473 -0.607
H -0.312 -1.327 -1.184
H 2.586 -0.816 0.526
H -2.447 -0.219 -1.599
H -1.592 1.200 -0.910
H -2.111 -0.097 0.224
*
```

natural (NBO) atomic charge list, values in e, 2 entries: number 1, C, carries -0.10; number 2, C, carries -0.13

***

## x
Molecular formula: C5H7Cl
Method: DFT, ωB97M-V/def2-TZVPD

Summary:
**LUMO level (alpha / beta)**: -1.487 / -1.487 eV

```
! wB97M-V def2-TZVPD RIJCOSX def2/J DEFGRID3
* xyz 0 1
C 1.017 -0.431 0.410
C 2.063 0.145 -0.140
C -0.398 -0.848 0.167
C 0.181 -0.503 1.494
C -1.271 0.205 -0.535
Cl 0.754 -2.687 2.461
H 2.951 0.652 0.310
H 1.985 0.071 -1.179
H -0.520 -1.833 0.000
H -0.001 0.158 2.347
H -1.329 0.031 -1.544
H -0.835 1.097 -0.243
H -2.306 0.159 0.013
*
```

natural (NBO) atomic charge list, values in e, 2 entries: number 1, C, carries -0.09; number 2, C, carries -0.29

***

## y
Molecular formula: C5H7Cl
Method: DFT, ωB97M-V/def2-TZVPD

Summary:
**LUMO level**: -1.040 eV

```
! wB97M-V def2-TZVPD RIJCOSX def2/J DEFGRID3
* xyz 0 1
C 2.268 -2.372 -0.242
C 1.255 -1.725 -0.219
C -0.487 0.369 -1.254
C -0.896 0.566 1.366
C -0.786 -0.340 0.073
Cl -1.906 -1.653 0.083
H 2.931 -3.134 -0.517
H 0.430 0.903 -1.258
H -0.296 -0.373 -2.000
H -1.492 0.905 -1.498
H 0.177 0.675 1.724
H -1.410 1.515 1.259
H -1.439 -0.034 2.088
*
```

natural (NBO) atomic charge list, values in e, 2 entries: number 1, C, carries -0.45; number 2, C, carries -0.17

***

## z
Molecular formula: C5H7Cl
Method: DFT, ωB97M-V/def2-TZVPD

Summary:
**SMILES**: Cl[C@H]1C=CCC1
**LUMO level**: 0.858 eV

```
! wB97M-V def2-TZVPD RIJCOSX def2/J DEFGRID3
* xyz 0 1
C -0.346 -0.297 1.215
C 0.282 0.905 0.388
C 0.272 0.700 -1.089
C 0.028 -0.761 -1.067
C -0.431 -1.339 0.070
H 0.097 -0.662 2.202
H 1.246 0.789 0.866
H 0.321 2.037 0.546
H -0.585 1.011 -1.759
H 1.141 1.224 -1.616
H 0.626 -1.176 -2.029
H -0.685 -2.416 0.064
Cl -1.966 -0.013 2.209
*
```

natural (NBO) atomic charge list, values in e, 2 entries: number 1, C, carries -0.15; number 2, C, carries -0.46

***

Top of the stability list: z, leading by 135.0 kJ/mol.

***

## w
Molecular formula: C6H12O3
Method: DFT, ωB97M-V/def2-TZVPD

Summary:
**SMILES**: C=COC(O)(O)C(C)C
**LUMO level**: 0.782 eV

```
! wB97M-V def2-TZVPD RIJCOSX def2/J DEFGRID3
* xyz 0 1
C -0.098 -1.076 0.192
C -0.949 -1.509 -1.002
C -0.975 -0.628 1.359
C 0.034 1.662 -0.500
C -0.769 2.620 -0.002
H 0.364 -2.016 0.532
H 0.204 1.538 -1.565
H -0.377 -0.257 2.197
H -0.335 -1.955 -1.792
H -1.666 -2.283 -0.705
H -1.516 -0.674 -1.423
H -1.699 0.135 1.052
H -1.584 -1.464 1.718
H -1.424 3.187 -0.652
H -0.851 2.771 1.069
C 1.321 -0.191 -0.063
O 1.741 -0.387 -1.368
O 2.359 -0.652 0.740
O 1.029 1.132 0.309
H 2.540 0.102 1.325
H 2.650 -0.054 -1.422
*
```

natural (NBO) atomic charge list, values in e, 2 entries: number 1, C, carries -0.26; number 2, C, carries -0.61

***

## x
Molecular formula: C6H12O3
Method: DFT, ωB97M-V/def2-TZVPD

Summary:
**SMILES**: C=C(O)OC.C=CCO
**LUMO level**: 0.745 eV

```
! wB97M-V def2-TZVPD RIJCOSX def2/J DEFGRID3
* xyz 0 1
C -0.494 -2.054 -0.732
C 0.437 -2.654 0.280
C 1.497 -2.022 0.755
O -1.700 -1.572 -0.119
H -2.097 -2.282 0.400
H -0.753 -2.788 -1.505
H -0.048 -1.174 -1.195
H 0.165 -3.637 0.650
H 1.747 -1.026 0.420
H 2.139 -2.470 1.498
C 0.999 1.908 -1.165
C -0.764 1.633 0.664
C -0.842 2.930 0.767
O 0.310 1.038 -0.392
O -1.244 0.634 1.376
H -1.324 -0.183 0.814
H 1.924 1.478 -1.562
H 1.239 2.910 -0.518
H 0.397 2.395 -1.942
H 0.046 3.497 0.230
H -1.635 3.440 1.277
*
```

natural (NBO) atomic charge list, values in e, 2 entries: number 1, C, carries -0.12; number 2, C, carries -0.24

***

## y
Molecular formula: C6H12O3
Method: DFT, ωB97M-V/def2-TZVPD

Summary:
**LUMO level**: 0.725 eV

```
! wB97M-V def2-TZVPD RIJCOSX def2/J DEFGRID3
* xyz 0 1
C 0.770 -0.519 0.556
C -0.069 -0.099 -0.527
C -1.780 -0.515 0.331
C -2.622 0.739 0.218
C 2.158 0.189 -0.694
C 2.746 1.317 -0.347
O 0.755 0.199 1.684
O 0.990 -1.834 0.734
O -0.046 -0.967 -1.624
H 1.291 -0.259 2.347
H 0.800 -2.268 -0.116
H -0.974 -1.071 -1.878
H -0.186 0.967 -0.687
H -2.237 -1.363 -0.188
H -1.679 -0.823 1.373
H 2.563 -0.502 -1.425
H -2.102 1.586 0.675
H -3.589 0.641 0.721
H -2.819 0.992 -0.828
H 3.698 1.639 -0.758
H 2.334 1.952 0.433
*
```

natural (NBO) atomic charge list, values in e, 2 entries: number 1, C, carries 0.61; number 2, C, carries 0.10

***

Top of the stability list: w, leading by 205.9 kJ/mol.

***

## w
Molecular formula: C6H12O3
Method: DFT, ωB97M-V/def2-TZVPD

Summary:
**SMILES**: c1ccccc1.O.O.O
**LUMO level**: 0.669 eV

```
! wB97M-V def2-TZVPD RIJCOSX def2/J DEFGRID3
* xyz 0 1
C -1.493 0.100 1.075
C -0.661 -1.004 0.871
C 0.600 -0.949 1.391
C 1.004 0.236 2.062
C 0.225 1.352 2.227
C -1.064 1.264 1.697
H -2.536 0.078 0.724
H -1.071 -1.756 0.293
H 1.399 -1.710 1.193
H 2.036 0.368 2.418
H 0.676 2.275 2.623
H -1.714 2.137 1.706
O 1.494 -1.390 -2.213
H 1.815 -1.120 -3.055
H 1.546 -0.539 -1.719
O -1.344 -0.498 -2.623
H -2.092 -0.532 -2.053
H -0.798 -1.298 -2.471
O 0.934 1.099 -1.666
H 1.059 1.072 -0.685
H -0.017 0.814 -1.795
*
```

natural (NBO) atomic charge list, values in e, 2 entries: number 1, C, carries -0.22; number 2, C, carries -0.21

***

## x
Molecular formula: C6H12O3
Method: DFT, ωB97M-V/def2-TZVPD

Summary:
**SMILES**: CO[C@H](O)CCC(C)=O
**LUMO level**: 0.824 eV

```
! wB97M-V def2-TZVPD RIJCOSX def2/J DEFGRID3
* xyz 0 1
C 0.287 -0.433 -1.376
C 0.251 -1.175 -0.047
C 0.106 -0.204 1.122
C -2.178 -0.277 -1.551
C 1.254 1.767 2.257
C 1.413 0.480 1.485
O -0.920 0.353 -1.718
O 0.385 -1.315 -2.431
O 2.490 0.038 1.175
H -0.025 -0.724 -3.152
H 1.074 0.337 -1.384
H -0.557 -1.905 -0.067
H 1.194 -1.718 0.035
H -0.650 0.552 0.902
H -0.213 -0.750 2.015
H -2.914 0.350 -2.054
H -2.159 -1.269 -2.010
H -2.463 -0.373 -0.500
H 0.545 1.640 3.073
H 2.216 2.098 2.641
H 0.863 2.531 1.585
*
```

natural (NBO) atomic charge list, values in e, 2 entries: number 1, C, carries 0.39; number 2, C, carries -0.46

***

Top of the stability list: w, leading by 54.3 kJ/mol.